A molecular structure, C32H28N7S3Ti. Source: OMol25; level of theory: ωB97M-V/def2-TZVPD.

Results
Gap between HOMO and LUMO (spin up / spin down) in eV: 4.94 / 6.22
Energy relative to the best compared isomer or geometry (same formula, charge and spin) in kcal per mole: 4.3
Lowest unoccupied orbital energy (spin up / spin down) in eV: 1.71 / 1.65
Expectation value of S²: 2.018
Maximum force in eV/A: 0.28

Geometry as ORCA input:
```
! wB97M-V def2-TZVPD RIJCOSX def2/J DEFGRID3
* xyz -1 3
Ti -0.211 -0.071 -0.091
N -3.073 2.842 1.622
C -2.412 1.906 0.847
S -1.996 0.399 1.617
N -2.176 2.217 -0.386
N -1.526 1.191 -1.053
C -1.794 1.035 -2.351
C -2.542 2.027 -3.148
C -3.611 1.643 -3.956
C -4.295 2.576 -4.723
C -3.924 3.911 -4.690
C -2.869 4.307 -3.875
C -2.190 3.378 -3.107
C -1.319 -0.189 -2.891
C -1.315 -0.509 -4.271
C -0.829 -1.714 -4.688
C -0.316 -2.616 -3.733
C -0.299 -2.223 -2.421
N -0.787 -1.054 -1.973
H -2.891 2.767 2.608
H -3.028 3.776 1.245
H -3.916 0.604 -3.972
H -5.127 2.257 -5.340
H -4.457 4.641 -5.286
H -2.578 5.350 -3.833
H -1.387 3.693 -2.455
H -1.682 0.216 -4.982
H -0.819 -1.962 -5.742
H 0.092 -3.576 -4.016
H 0.146 -2.864 -1.672
S 1.338 -0.307 3.044
C 1.481 1.137 2.188
N 0.953 1.422 1.011
C 1.341 2.666 0.536
C 1.030 3.196 -0.716
C 1.498 4.453 -1.051
C 2.276 5.194 -0.161
C 2.606 4.672 1.078
C 2.142 3.408 1.415
S 2.434 2.469 2.847
H 0.448 2.615 -1.418
H 1.262 4.862 -2.026
H 2.633 6.177 -0.444
H 3.223 5.233 1.769
C 3.977 1.402 -3.226
C 3.948 0.018 -2.561
C 5.189 -0.142 -1.671
C 3.949 -1.069 -3.644
C 2.730 -0.091 -1.744
C 1.700 -0.176 -1.099
H 4.884 1.514 -3.829
H 3.955 2.189 -2.471
H 3.108 1.531 -3.873
H 6.099 -0.054 -2.272
H 5.186 -1.116 -1.181
H 5.203 0.625 -0.896
H 4.843 -0.984 -4.268
H 3.066 -0.976 -4.278
H 3.933 -2.061 -3.189
N -0.124 -7.289 2.284
C -0.152 -6.189 1.954
C -0.186 -4.812 1.538
C -1.404 -4.174 1.339
C -1.385 -2.853 0.926
N -0.256 -2.182 0.719
C 0.913 -2.793 0.929
C 0.999 -4.114 1.329
H -2.342 -4.684 1.500
H -2.303 -2.302 0.760
H 1.798 -2.198 0.748
H 1.962 -4.577 1.479
*
```


A single C26H31NO6S molecule. Source: OMol25; level of theory: ωB97M-V/def2-TZVPD.

Results
Gap between HOMO and LUMO in eV: 6.72
Energy relative to the best compared isomer or geometry (same formula, charge and spin) in kcal per mole: 33.5
Lowest unoccupied orbital energy in eV: -0.59
Maximum force in eV/A: 2.34

Geometry as ORCA input:
```
! wB97M-V def2-TZVPD RIJCOSX def2/J DEFGRID3
* xyz 0 1
C -4.332 -0.677 -2.559
O -3.945 0.672 -2.210
C -2.640 1.030 -2.365
C -2.267 2.261 -1.786
C -0.981 2.383 -1.306
C -0.035 1.362 -1.510
C 1.268 1.425 -0.712
C 2.470 0.855 -1.403
C 3.642 1.720 -1.452
O 3.581 2.916 -1.224
O 4.872 1.133 -1.677
C 4.844 -0.098 -2.420
C 4.393 0.130 -3.847
C 6.244 -0.706 -2.340
O 3.966 -1.027 -1.748
C 2.690 -0.566 -1.436
O 1.855 -1.406 -1.127
C -0.353 0.294 -2.347
C -1.642 0.164 -2.858
H -5.386 -0.732 -2.275
H -4.209 -0.859 -3.636
H -3.751 -1.422 -1.993
H -3.039 2.999 -1.581
H -0.701 3.256 -0.717
H 1.516 2.488 -0.605
H 3.426 0.641 -3.889
H 5.148 0.736 -4.358
H 4.316 -0.838 -4.348
H 6.571 -0.754 -1.297
H 6.236 -1.714 -2.758
H 6.949 -0.089 -2.903
H 0.380 -0.482 -2.558
H -1.904 -0.658 -3.525
C -5.540 -2.291 1.560
N -4.572 -1.918 2.574
C -4.862 -2.384 3.912
C -3.443 -1.187 2.282
C -3.510 -0.109 1.367
C -2.440 0.763 1.257
C -1.179 0.422 1.772
C -0.009 1.358 1.496
C 1.121 0.833 0.650
S 2.946 1.385 1.640
C 2.632 1.607 3.390
C 3.753 -0.217 1.685
O -0.018 2.518 1.898
C -1.066 -0.732 2.577
C -2.201 -1.467 2.913
H -5.347 -1.766 0.617
H -5.488 -3.375 1.363
H -6.555 -2.059 1.914
H -4.489 -1.675 4.661
H -5.950 -2.475 4.020
H -4.408 -3.363 4.110
H -4.446 0.091 0.835
H -2.580 1.731 0.778
H 1.173 -0.258 0.652
H 3.463 2.214 3.768
H 1.687 2.138 3.500
H 2.604 0.627 3.872
H 4.812 -0.024 1.466
H 3.631 -0.621 2.695
H 3.333 -0.903 0.940
H -0.088 -1.009 2.984
H -2.147 -2.294 3.621
*
```


A molecular structure, C2H60MnO39P. Source: OMol25; level of theory: ωB97M-V/def2-TZVPD.

Results
Gap between HOMO and LUMO in eV: 2.64
Lowest unoccupied orbital energy in eV: 4.31
Expectation value of S²: 8.753
Maximum force in eV/A: 9.04

Geometry as ORCA input:
```
! wB97M-V def2-TZVPD RIJCOSX def2/J DEFGRID3
* xyz -3 6
O -14.582 20.291 10.110
H -15.014 20.381 10.963
H -13.843 19.679 10.155
H -15.204 19.877 9.507
O -13.926 18.704 6.599
H -13.161 18.811 7.169
H -14.555 18.082 6.973
H -14.339 19.535 6.352
Mn -17.433 20.345 7.309
C -16.104 20.892 5.142
O -15.548 21.213 4.046
O -15.512 20.703 6.213
O -17.298 20.720 5.242
C -11.676 18.698 9.242
O -12.616 18.558 10.000
O -11.779 18.628 8.009
O -10.596 18.842 9.750
P -16.780 18.021 8.432
O -17.601 18.359 7.252
O -17.686 17.533 9.652
O -16.344 19.469 8.735
O -15.497 17.122 8.104
O -19.550 20.886 7.324
H -20.207 21.251 6.731
H -20.009 20.786 8.158
O -13.374 21.955 7.764
H -13.921 22.507 8.322
H -13.995 21.488 7.205
O -16.152 23.403 2.302
H -15.264 23.752 2.377
H -16.102 22.533 2.698
O -15.295 24.015 8.297
H -14.862 24.414 7.542
H -15.219 24.671 8.990
O -10.792 21.384 7.583
H -11.738 21.516 7.639
H -10.678 20.435 7.639
O -15.526 20.215 -0.613
H -15.830 20.280 0.292
H -14.602 19.975 -0.539
O -17.902 25.563 2.496
H -17.355 26.188 2.019
H -17.396 24.751 2.494
O -18.341 19.917 -0.499
H -17.899 19.850 0.348
H -19.176 19.467 -0.369
O -19.505 20.609 3.532
H -18.733 20.578 4.098
H -19.660 21.542 3.389
O -18.795 20.226 10.231
H -19.104 19.321 10.197
H -17.843 20.158 10.157
O -16.456 17.674 4.813
H -16.670 18.561 4.523
H -16.804 17.622 5.703
O -12.275 17.869 3.828
H -12.681 18.607 3.373
H -12.945 17.186 3.821
O -14.475 16.217 3.973
H -15.257 16.754 4.102
H -14.796 15.315 4.003
O -13.643 19.878 2.488
H -13.352 20.605 1.938
H -14.258 20.274 3.105
O -13.553 22.993 4.693
H -14.133 22.257 4.502
H -13.415 23.417 3.846
O -19.698 17.053 6.496
H -18.939 17.568 6.773
H -19.557 16.901 5.562
O -15.109 17.867 1.088
H -14.298 18.045 0.611
H -14.829 17.719 1.991
O -14.314 25.140 6.221
H -13.376 25.258 6.371
H -14.376 24.331 5.713
O -17.149 20.156 1.984
H -16.474 20.388 2.622
H -17.971 20.230 2.468
O -10.582 19.114 5.500
H -11.137 18.718 4.829
H -10.903 18.746 6.324
O -13.673 24.301 2.170
H -13.711 25.219 1.903
H -13.466 23.826 1.365
O -20.362 22.956 5.530
H -19.483 23.183 5.226
H -20.648 23.720 6.029
O -11.283 23.484 6.117
H -12.167 23.250 5.832
H -10.859 22.645 6.295
O -22.233 21.236 5.277
H -22.994 21.727 4.970
H -21.488 21.810 5.099
O -17.624 23.597 5.047
H -17.429 22.701 4.774
H -16.773 24.034 5.064
O -18.264 15.689 4.243
H -17.480 16.134 4.561
H -18.250 15.825 3.295
O -17.387 22.146 8.311
H -16.719 22.832 8.301
H -17.877 22.301 9.119
*
```


A gas-phase ion, HINO2S (charge -1). Source: OMol25; level of theory: ωB97M-V/def2-TZVPD.

Results
Gap between HOMO and LUMO (spin up / spin down) in eV: 6.04 / 6.17
Energy relative to the best compared isomer or geometry (same formula, charge and spin) in kcal per mole: 6.8
Lowest unoccupied orbital energy (spin up / spin down) in eV: 3.45 / 1.81
Expectation value of S²: 2.012
Maximum force in eV/A: 2.49

Geometry as ORCA input:
```
! wB97M-V def2-TZVPD RIJCOSX def2/J DEFGRID3
* xyz -1 3
N -0.368 0.552 0.545
O -0.160 -1.938 0.451
O 0.880 -0.702 -1.459
S -0.295 -0.915 -0.590
I -0.331 2.573 -0.273
H 0.274 0.430 1.326
*
```